ORCA calculation (ωB97M-V/def2-TZVPD) on a structure of composition C24H21BaN4O2Se in a non-equilibrium geometry.

Atoms and positions in Å:
Ba: -0.439 -0.661 -0.487
C: 3.281 -0.372 2.858
C: 3.229 -1.772 2.319
C: 3.909 -2.783 2.981
C: 3.868 -4.090 2.532
C: 3.124 -4.394 1.408
C: 2.455 -3.405 0.701
C: 1.699 -3.773 -0.542
C: 2.527 -2.073 1.136
N: 1.897 -1.046 0.422
C: 2.713 -0.096 -0.036
O: 3.946 -0.129 -0.064
C: 2.035 1.166 -0.504
C: 2.794 2.171 -1.092
C: 2.187 3.385 -1.366
C: 0.839 3.540 -1.084
C: 0.139 2.458 -0.561
N: 0.743 1.319 -0.253
C: -1.357 2.543 -0.383
O: -1.888 3.659 -0.355
N: -1.951 1.358 -0.291
C: -3.345 1.298 -0.344
C: -4.051 0.708 0.716
C: -3.320 0.231 1.940
C: -5.427 0.552 0.634
C: -6.121 0.994 -0.475
C: -5.428 1.572 -1.525
C: -4.051 1.724 -1.485
C: -3.323 2.296 -2.662
H: 3.527 -0.382 3.920
H: 2.329 0.141 2.713
H: 4.043 0.202 2.327
H: 4.496 -2.533 3.856
H: 4.425 -4.860 3.047
H: 3.086 -5.415 1.051
H: 1.796 -4.838 -0.746
H: 2.076 -3.221 -1.405
H: 0.631 -3.550 -0.427
H: 3.830 1.964 -1.315
H: 2.758 4.204 -1.787
H: 0.306 4.457 -1.281
H: -2.464 0.872 2.146
H: -2.955 -0.796 1.798
H: -3.981 0.231 2.806
H: -5.960 0.090 1.457
H: -7.197 0.896 -0.519
H: -5.970 1.906 -2.401
H: -4.007 2.464 -3.491
H: -2.532 1.617 -2.991
H: -2.853 3.241 -2.392
Se: -0.041 -0.216 -3.436
C: 1.497 -1.125 -3.499
N: 2.479 -1.727 -3.568

Output
- orbital gap (eV) = 7.28
- ΔE to the lowest compared entry with this formula, charge and spin (kJ/mol) = 140.8
- total charge = -1
- electronic energy (Eh) = -3723.7917
- 2S+1 = 1
- LUMO (eV) = 1.9

Want to see where the charge sits? The Mulliken charges in e are:
1 Ba 1.73
2 C -1.59
3 C 1.28
4 C -0.79
5 C -0.79
6 C -0.79
7 C 1.05
8 C -0.99
9 C -0.31
10 N 0.00
11 C 0.01
12 O -0.75
13 C 0.53
14 C -0.41
15 C -0.53
16 C -0.51
17 C 0.75
18 N -0.51
19 C -0.67
20 O -0.76
21 N -0.04
22 C -0.27
23 C 1.28
24 C -1.50
25 C -0.79
26 C -0.69
27 C -0.90
28 C 1.24
29 C -1.21
30 H 0.50
31 H 0.21
32 H 0.26
33 H 0.37
34 H 0.38
35 H 0.32
36 H 0.39
37 H 0.16
38 H 0.04
39 H 0.50
40 H 0.41
41 H 0.49
42 H 0.28
43 H 0.19
44 H 0.42
45 H 0.37
46 H 0.39
47 H 0.34
48 H 0.43
49 H 0.07
50 H 0.25
51 Se -0.51
52 C 0.29
53 N -0.65